Below is C4H9NO as an isolated structure at a distorted geometry, with properties calculated with wB97M-V/def2-TZVPD.

Energy relative to the best compared isomer or geometry (same formula, charge and spin) in kcal/mol: 109.8

```
! RIJCOSX wB97M-V def2-TZVPD def2/J DEFGRID3
* xyz 0 1
H -0.185 -0.589 2.007
H 1.411 -0.307 0.364
H -1.818 -0.136 2.193
H 0.101 1.628 -0.750
H 1.889 1.598 -0.569
C -1.051 -0.102 1.454
H -0.517 -1.615 0.183
C -1.375 -0.786 0.099
N -0.244 -0.925 -0.910
H 1.841 -0.831 -1.246
H 1.081 1.284 -2.185
O -2.610 -0.991 -0.242
H -0.600 0.889 1.331
C 1.052 -0.299 -0.660
C 1.025 1.182 -1.068
*
```

***

Below is one molecule with the formula C4H9NO, with properties calculated with wB97M-V/def2-TZVPD.

Energy relative to the best compared isomer or geometry (same formula, charge and spin) in kcal/mol: 53.8
SMILES: C=C(NC)OC

```
! RIJCOSX wB97M-V def2-TZVPD def2/J DEFGRID3
* xyz 0 1
N -0.425 -0.749 -1.078
H -0.368 2.055 1.398
H -0.823 -1.675 -1.092
H 0.387 0.912 2.492
H 1.154 -0.938 -2.507
H 0.481 0.699 -2.279
H 1.418 2.074 1.652
C 0.236 -0.363 -2.306
C -0.783 -0.887 1.285
C -0.162 -0.353 0.220
H -1.704 -1.437 1.194
H -0.265 -0.872 2.233
C 0.534 1.448 1.546
O 0.773 0.623 0.386
H -0.453 -0.539 -3.144
*
```

***

Below is one molecule with the formula C4H9NO at a distorted geometry, with properties calculated with wB97M-V/def2-TZVPD.

Energy relative to the best compared isomer or geometry (same formula, charge and spin) in kcal/mol: 125.5
SMILES: NC[C@H]1C[C@H]1O

```
! RIJCOSX wB97M-V def2-TZVPD def2/J DEFGRID3
* xyz 0 1
C 0.993 0.593 0.420
H -1.366 -1.635 -0.250
C 0.422 -0.887 0.473
H -2.714 -0.030 -0.377
C -0.747 -0.831 -0.342
H 1.124 1.033 1.580
O 0.099 1.362 -0.308
H 1.436 -0.640 -1.512
H -0.750 1.194 0.149
H -0.558 -0.474 -1.410
C 1.701 -0.439 -0.399
N -1.908 0.142 0.082
H 0.432 -1.276 1.671
H 2.746 -0.520 0.018
H -2.006 -0.163 1.119
*
```

***

Below is a 2-piece molecular cluster, C4H9NO overall, with properties calculated with wB97M-V/def2-TZVPD.

Energy relative to the best compared isomer or geometry (same formula, charge and spin) in kcal/mol: 64.3
SMILES: C=C1N[C@@H]1C.O

```
! RIJCOSX wB97M-V def2-TZVPD def2/J DEFGRID3
* xyz 0 1
N -0.064 1.145 -0.651
H 2.138 -1.173 -0.587
H -2.836 -0.464 0.610
H 0.475 1.079 -1.512
C -2.346 0.439 0.231
H -2.088 1.072 1.085
C -1.081 0.063 -0.497
H -1.180 -0.638 -1.327
H -3.047 0.981 -0.410
C 0.977 -0.354 1.181
C 0.170 0.090 0.233
O 2.924 -0.898 -1.077
H 0.722 -1.239 1.754
H 1.889 0.180 1.433
H 3.347 -0.283 -0.466
*
```

***

Below is a 2-piece molecular cluster, C4H9NO overall at a distorted geometry, with properties calculated with wB97M-V/def2-TZVPD.

Energy relative to the best compared isomer or geometry (same formula, charge and spin) in kcal/mol: 188.6

```
! RIJCOSX wB97M-V def2-TZVPD def2/J DEFGRID3
* xyz 0 1
H 0.044 0.564 0.181
N 0.835 1.940 1.653
H 0.411 -1.012 -1.747
H -1.688 0.585 0.491
C -0.549 -1.556 -1.618
H 1.911 3.316 1.574
H 0.343 2.356 2.445
C 2.251 2.284 1.826
C -1.295 -1.102 -0.478
H -2.210 -1.606 -0.188
O -0.908 -2.308 -2.506
H -0.696 -0.424 1.458
H 2.684 1.925 2.761
C -0.801 -0.072 0.402
H 2.916 1.958 1.028
*
```

***

Below is a 2-piece molecular cluster, C4H9NO overall at a distorted geometry, with properties calculated with wB97M-V/def2-TZVPD.

Energy relative to the best compared isomer or geometry (same formula, charge and spin) in kcal/mol: 67.9
SMILES: C=CO.C=NC

```
! RIJCOSX wB97M-V def2-TZVPD def2/J DEFGRID3
* xyz 0 1
H -4.387 -1.292 -0.039
H 4.058 0.367 -1.569
H 2.755 -0.888 -1.600
H -3.763 0.339 -0.797
N 2.324 0.778 -0.402
C -3.679 -0.485 -0.102
O -2.196 -1.653 1.338
C -2.568 -0.542 0.631
H 3.884 2.072 -0.161
C 2.855 1.791 0.113
C 2.989 0.170 -1.524
H -1.587 -1.412 2.051
H 2.599 0.645 -2.422
H 2.352 2.450 0.811
H -1.927 0.314 0.776
*
```